(1)
An isolated molecule of C3H6N2O in a non-equilibrium geometry, computed with wB97M-V/def2-TZVPD.

```
12
Properties=species:S:1:pos:R:3:forces:R:3
H 1.552 -1.098 -0.992 0.3 0.3 -0.2
N -0.062 -0.002 -0.315 0.3 -0.2 0.7
H -0.812 -0.911 -1.960 0.2 1.6 1.0
H 1.858 0.802 1.416 0.0 0.2 0.2
H 3.146 -0.246 0.620 0.6 -0.3 0.2
C 2.137 0.088 0.666 -0.4 0.1 -0.8
H -0.149 -0.206 1.658 -0.4 -0.1 0.5
C -0.830 0.013 0.823 0.8 0.3 0.0
O -1.996 0.257 0.882 -0.6 -0.1 0.1
N -0.674 0.056 -1.525 -0.2 -0.7 -3.6
H -0.066 0.577 -2.214 -1.0 -0.6 1.2
C 1.291 -0.327 -0.272 0.3 -0.6 0.7
```
Positions in Å, forces in eV/Å.

## Properties
- ΔE to the lowest compared entry with this formula, charge and spin: 2.539 eV
- LUMO energy: 0.8 eV
- Structure (SMILES): C=CN(N)C=O
- E: -302.5998 Ha

(2)
An isolated molecule of C3H6N2O in a non-equilibrium geometry, computed with wB97M-V/def2-TZVPD.

```
12
Properties=species:S:1:pos:R:3:forces:R:3
H 1.925 0.586 -1.443 1.4 -0.7 -1.3
H -2.457 -0.842 -1.190 1.1 -0.7 0.2
N -0.577 -0.280 1.824 5.3 1.1 -0.4
H 1.606 0.597 1.586 -2.8 -1.8 0.0
O 1.458 1.175 -0.893 -2.4 -0.2 1.6
H -0.861 0.865 -1.386 -0.4 -2.8 -0.3
C -0.604 -0.191 -0.902 1.6 6.0 -1.3
N 0.596 0.199 -0.296 0.2 -2.7 3.8
H -1.297 -0.484 1.131 0.4 0.2 0.2
H -1.651 -1.908 -0.017 0.9 -1.2 0.5
C 0.575 0.059 1.246 -2.1 1.8 -1.6
C -1.481 -1.143 -0.718 -3.1 1.0 -1.3
```
Positions in Å, forces in eV/Å.

## Properties
- ΔE to the lowest compared entry with this formula, charge and spin: 5.845 eV
- LUMO energy: 0.8 eV
- Structure (SMILES): [H]/N=C\N(O)C=C
- E: -302.4783 Ha

(3)
A structure of composition C3H6N2O in a non-equilibrium geometry, computed with wB97M-V/def2-TZVPD.

```
12
Properties=species:S:1:pos:R:3:forces:R:3
C -1.143 -0.481 -0.273 3.5 2.0 -2.7
C -0.778 -0.791 0.922 -0.1 1.0 -0.7
N 0.564 0.065 -0.972 -3.6 -1.8 -0.2
H 0.015 2.044 -1.241 -0.2 -0.4 0.5
O 1.220 0.283 0.292 0.5 0.8 0.4
H 0.734 -0.135 2.379 0.5 -0.7 -2.8
N 0.339 1.193 -1.690 -1.1 1.2 1.5
H -1.518 -1.135 1.568 -0.7 -0.7 1.7
H -1.947 -0.252 -0.992 0.6 -0.6 0.7
C 0.699 -0.556 1.253 -1.6 -2.0 2.3
H 0.998 -1.689 1.262 0.8 2.0 -0.1
H 0.816 1.455 -2.507 1.5 -0.8 -0.9
```
Positions in Å, forces in eV/Å.

## Properties
- ΔE to the lowest compared entry with this formula, charge and spin: 6.455 eV
- LUMO energy: 1.1 eV
- E: -302.4559 Ha

(4)
A structure of composition C3H6N2O in a non-equilibrium geometry, computed with wB97M-V/def2-TZVPD.

```
12
Properties=species:S:1:pos:R:3:forces:R:3
H 0.425 1.881 1.817 0.7 -0.2 0.1
H 1.273 1.085 -1.451 0.0 0.3 0.2
C -0.630 -0.143 -0.759 3.0 -1.8 3.3
H -2.234 -1.203 -0.843 0.2 -0.1 -0.3
H -0.662 0.411 1.996 -0.1 0.0 -0.2
C 0.119 0.916 1.449 -0.2 -0.3 -0.5
H 1.349 -1.253 -0.710 -0.2 0.5 -0.3
C 0.384 0.587 0.165 -2.0 4.2 -0.6
H 0.070 -2.055 0.026 -0.1 -0.1 -0.3
O 1.400 1.227 -0.502 0.1 -0.5 -0.1
N -1.876 -0.254 -0.762 0.1 0.3 -0.4
N 0.381 -1.199 -0.425 -1.4 -2.4 -1.0
```
Positions in Å, forces in eV/Å.

## Properties
- ΔE to the lowest compared entry with this formula, charge and spin: 4.944 eV
- LUMO energy: 0.3 eV
- E: -302.5114 Ha

(5)
An isolated molecule of C3H6N2O, computed with wB97M-V/def2-TZVPD.

```
12
Properties=species:S:1:pos:R:3:forces:R:3
N 1.848 0.364 -0.065 0.2 -0.1 -0.2
N -0.321 -0.166 -0.773 0.4 -0.2 0.1
H -2.259 -0.993 -0.484 -0.2 0.1 0.1
O 1.213 -1.803 -0.256 -0.2 0.3 0.0
C -1.061 0.855 -0.046 -0.1 0.2 0.1
H -1.181 -1.052 1.013 0.0 -0.1 -0.3
H 2.773 -0.030 0.019 0.1 0.3 -0.1
C 0.947 -0.623 -0.363 -0.2 -0.2 0.1
H -1.693 1.511 -0.637 0.3 0.0 -0.1
C -1.420 -0.582 0.058 -0.3 -0.3 0.2
H -0.598 1.307 0.828 0.0 -0.1 -0.1
H 1.755 1.226 -0.577 0.1 0.1 0.1
```
Positions in Å, forces in eV/Å.

## Properties
- ΔE to the lowest compared entry with this formula, charge and spin: 1.279 eV
- LUMO energy: 1.0 eV
- Structure (SMILES): NC(=O)N1CC1
- E: -302.6461 Ha

(6)
An isolated molecule of C3H6N2O in a non-equilibrium geometry, computed with wB97M-V/def2-TZVPD.

```
12
Properties=species:S:1:pos:R:3:forces:R:3
H -1.985 -1.128 -1.642 0.1 0.1 0.3
H -1.045 1.050 1.599 0.2 -0.1 -0.1
C -1.514 -0.377 -0.998 -1.7 -0.8 1.4
N -1.586 -0.528 0.320 -0.5 -1.2 -2.9
H -1.375 0.599 -1.476 0.8 -0.3 0.3
O 1.312 1.491 0.572 0.4 -0.3 -0.2
C -0.698 0.309 0.881 1.3 1.9 -0.2
H 2.057 -0.917 0.648 -0.2 0.2 0.0
H 2.127 1.377 0.057 -0.1 0.2 0.3
H 0.786 -1.541 -0.216 0.2 0.2 0.0
N 1.355 -0.713 -0.060 0.0 -0.5 -1.1
C 0.566 0.377 0.316 -0.6 0.6 2.1
```
Positions in Å, forces in eV/Å.

## Properties
- ΔE to the lowest compared entry with this formula, charge and spin: 3.330 eV
- LUMO energy: 0.8 eV
- Structure (SMILES): C=N/C=C(\N)O
- E: -302.5707 Ha

Which formula does entry 5 have?
C3H6N2O